[1]
Here is a gas-phase ion, C4H5Cl2OP (charge +2) at a distorted geometry from OMol25. Energies are from ωB97M-V/def2-TZVPD.

Each line ends with the Löwdin charge.
Atoms and positions in Å:
C (-0.885652, 0.248349, 1.518510)  -0.025
C (0.453293, 0.215394, 1.400854)  -0.166
C (-1.678786, -0.121963, -0.700351)  0.172
C (0.269080, -0.220757, -1.564157)  -0.099
O (-1.832981, 0.081448, 0.470109)  0.091
P (1.423957, 0.015620, -0.152257)  0.137
Cl (2.616908, -1.563445, -0.021427)  0.539
Cl (2.458402, 1.681337, -0.225572)  0.548
H (-1.389212, 0.294873, 2.599750)  0.223
H (0.838758, 0.164452, 2.402160)  0.118
H (-2.675626, -0.178120, -1.399903)  0.232
H (0.369723, -1.258533, -1.956965)  0.078
H (0.032139, 0.641349, -2.370752)  0.153

Forces on atoms 1 to 6 (eV/Å):
0.793 -0.404 2.730
-2.008 -0.764 -1.256
1.559 -0.713 -4.844
-3.503 1.394 0.059
-0.904 0.685 2.125
-0.097 0.340 0.926

## Properties
2S+1: 1
Charge: +2
E_HOMO: -20.316 eV
Frontier orbital gap: 9.8 eV
ΔE to the lowest compared entry with this formula, charge and spin: 250.6 kJ/mol

---

[2]
Here is 2 unconnected molecules or ions with the total composition C4H5Cl3 at a distorted geometry from OMol25. Energies are from ωB97M-V/def2-TZVPD.

Each line ends with the Löwdin charge.
Atoms and positions in Å:
C (-0.413633, -1.046588, -0.307587)  -0.566
C (0.231768, 0.947811, -0.539679)  -0.079
C (1.187557, 1.895288, -0.739275)  -1.214
C (-0.357120, -1.272119, 1.160534)  -0.158
Cl (-2.091312, -0.897550, -0.885018)  0.593
Cl (0.772852, 3.652991, -0.662427)  0.535
Cl (2.755274, 1.552821, -1.157757)  0.659
H (-0.027268, -1.751269, -1.036729)  0.059
H (-0.697656, 1.236899, -0.294378)  -0.028
H (-1.019626, -2.165262, 1.268462)  0.093
H (-0.896490, -0.570067, 1.642823)  0.038
H (0.555655, -1.582956, 1.551031)  0.067

Forces on atoms 1 to 6 (eV/Å):
0.909 3.110 -1.265
2.458 -1.786 -0.433
-2.971 -1.334 0.433
-1.327 -3.613 -2.486
0.191 0.308 0.258
0.280 -1.411 0.014

## Properties
2S+1: 1
E_HOMO: -9.411 eV
Frontier orbital gap: 9.7 eV
ΔE to the lowest compared entry with this formula, charge and spin: 313.4 kJ/mol

---

[3]
Here is a molecular structure, C4H5Cl3O at a distorted geometry from OMol25. Energies are from ωB97M-V/def2-TZVPD.

Each line ends with the Löwdin charge.
Atoms and positions in Å:
C (-0.109697, 0.263887, -0.409250)  -0.556
C (-1.051049, -0.388335, 0.590360)  -0.077
C (1.203276, -0.438544, -0.784269)  -0.607
C (2.694786, 0.723023, -0.180217)  -1.140
O (-0.548965, 1.276672, -0.848708)  0.085
Cl (1.446889, -1.991670, -0.030893)  0.622
Cl (4.043108, -0.264373, -0.520907)  0.581
Cl (2.448776, 0.962811, 1.498373)  0.620
H (-1.338141, -1.408289, 0.334647)  0.057
H (-1.960532, 0.304768, 0.819528)  0.117
H (-0.473994, -0.485834, 1.613635)  0.101
H (1.440277, -0.596275, -1.896242)  0.111
H (2.696409, 1.587304, -0.929429)  0.087

Forces on atoms 1 to 6 (eV/Å):
-1.578 -1.844 1.160
0.369 0.400 3.110
2.446 2.055 -0.693
-3.118 -1.411 -2.895
1.211 1.884 -1.755
-0.126 -0.042 0.178

## Properties
2S+1: 1
E_HOMO: -9.737 eV
Frontier orbital gap: 10.0 eV
ΔE to the lowest compared entry with this formula, charge and spin: 184.4 kJ/mol

---

[4]
Here is a single C4H5ClFNO molecule at a distorted geometry from OMol25. Energies are from ωB97M-V/def2-TZVPD.

Each line ends with the Löwdin charge.
Atoms and positions in Å:
C (0.027348, 0.533053, 0.941875)  -0.033
C (0.894584, -0.194263, -0.038853)  -0.390
N (2.185953, 0.157339, -0.109158)  -0.036
O (2.961270, -0.445790, -0.865652)  -0.092
C (0.233614, -0.969507, -1.201056)  -0.064
C (0.534386, -1.999625, -0.214205)  -0.729
F (-0.422823, -2.393672, 0.635286)  0.043
Cl (1.897964, -3.019526, -0.259595)  0.809
H (-1.009211, 0.228000, 0.829359)  0.079
H (0.102141, 1.601632, 0.751199)  0.085
H (0.346966, 0.348640, 1.964059)  0.085
H (-0.811485, -0.747860, -1.373982)  0.126
H (0.854382, -0.980071, -2.091581)  0.119

Forces on atoms 1 to 6 (eV/Å):
0.136 -0.066 -0.018
-2.097 -2.422 -0.591
2.486 0.188 -0.130
-1.164 0.452 0.342
0.395 -0.210 0.022
0.555 2.049 0.354

## Properties
2S+1: 1
E_HOMO: -8.702 eV
Frontier orbital gap: 8.4 eV
ΔE to the lowest compared entry with this formula, charge and spin: 358.8 kJ/mol

---

[5]
Here is a single C4H5ClN2O molecule at a distorted geometry from OMol25. Energies are from ωB97M-V/def2-TZVPD.

Each line ends with the Löwdin charge.
Atoms and positions in Å:
C (-0.027204, 1.436732, 0.021744)  -0.116
C (-0.366791, 0.120990, 0.758842)  -0.759
Cl (-2.112392, 0.044638, 1.138778)  0.630
C (0.025705, -1.093246, -0.032604)  -0.299
C (-0.243456, -0.834486, -1.642332)  -0.155
N (-0.481541, -0.979376, -2.739198)  0.151
N (1.471055, -1.442806, 0.095833)  0.024
O (2.122089, -0.675854, 0.809346)  0.016
H (-0.814348, 1.362045, -0.817370)  0.099
H (1.062460, 1.570176, -0.149392)  0.096
H (-0.122392, 2.338293, 0.558702)  0.055
H (0.046919, 0.207544, 1.768333)  0.094
H (-0.560104, -2.054650, 0.229318)  0.163

Forces on atoms 1 to 6 (eV/Å):
-0.828 -1.440 -1.259
0.089 1.757 1.185
-0.371 0.016 -0.293
-1.011 -0.150 -2.173
0.962 -1.352 5.395
-0.394 0.150 -2.146

## Properties
2S+1: 1
E_HOMO: -10.356 eV
Frontier orbital gap: 9.1 eV
ΔE to the lowest compared entry with this formula, charge and spin: 410.6 kJ/mol

---

[6]
Here is a single C4H5ClN2O molecule at a distorted geometry from OMol25. Energies are from ωB97M-V/def2-TZVPD.

Each line ends with the Löwdin charge.
Atoms and positions in Å:
C (0.031430, 1.002939, -0.130167)  -0.097
C (1.055872, 0.008524, -0.005851)  -0.339
C (2.368916, 0.179928, 0.031213)  -0.681
Cl (3.008131, 1.762710, 0.014671)  0.729
N (3.300434, -0.885725, 0.014935)  0.009
N (2.988767, -2.020842, -0.117949)  -0.025
O (1.706832, -2.377548, -0.106519)  -0.118
C (0.597958, -1.422481, 0.266053)  -0.072
H (-0.304408, 1.435101, -1.113459)  0.109
H (0.270538, 2.012007, 0.280482)  0.076
H (-0.917989, 0.578586, 0.349852)  0.108
H (0.520310, -1.580863, 1.369088)  0.125
H (-0.368282, -1.951287, -0.235920)  0.176

Forces on atoms 1 to 6 (eV/Å):
-3.153 2.444 0.297
0.098 -1.959 -0.509
-0.640 -0.480 -0.092
0.604 0.173 -0.126
1.691 4.131 0.489
0.081 -2.798 -0.176

## Properties
2S+1: 1
E_HOMO: -9.302 eV
Frontier orbital gap: 9.5 eV
ΔE to the lowest compared entry with this formula, charge and spin: 405.5 kJ/mol

---

[7]
Here is a single C4H5ClN2O molecule at a distorted geometry from OMol25. Energies are from ωB97M-V/def2-TZVPD.

Each line ends with the Löwdin charge.
Atoms and positions in Å:
O (1.648536, 1.074175, 1.202178)  0.000
C (0.919241, 0.218450, 0.468864)  -0.679
Cl (2.194597, -0.576772, -0.771057)  0.502
C (0.110030, -0.779150, 1.172760)  -0.119
N (-0.942855, -1.331553, 0.647833)  0.059
C (-1.372360, -1.044885, -0.559595)  -0.195
C (-1.156969, 0.212711, -1.073853)  -0.143
N (-0.129938, 0.961598, -0.585861)  0.045
H (2.478146, 1.335558, 0.817776)  0.084
H (0.141175, -0.784791, 2.187901)  0.086
H (-2.079680, -1.728641, -0.953786)  0.091
H (-1.584864, 0.455271, -2.073994)  0.129
H (-0.225062, 1.988028, -0.479164)  0.140

Forces on atoms 1 to 6 (eV/Å):
-1.347 0.096 1.145
-1.053 1.233 -4.055
-0.824 0.126 0.689
-1.790 0.581 -2.489
1.822 -0.682 2.636
-0.306 1.702 -1.739

## Properties
2S+1: 1
E_HOMO: -8.337 eV
Frontier orbital gap: 8.5 eV
ΔE to the lowest compared entry with this formula, charge and spin: 227.8 kJ/mol

---

[8]
Here is 2 unconnected molecules or ions with the total composition C4H5ClN2O2 at a distorted geometry from OMol25. Energies are from ωB97M-V/def2-TZVPD.

Each line ends with the Löwdin charge.
Atoms and positions in Å:
H (-0.189322, -0.001504, -2.330459)  0.071
N (-0.219198, 0.869272, -1.858379)  0.143
C (-0.851980, 0.733106, -0.798573)  -0.843
Cl (-0.969633, 2.157527, 0.088127)  0.815
C (-1.540354, -0.411772, -0.367422)  -0.636
O (-1.696415, -1.326446, -1.162520)  0.123
O (-1.976726, -0.495418, 0.884373)  0.072
H (-1.950279, 0.489700, 1.243212)  0.124
C (0.739913, -0.493892, 0.777677)  -0.048
C (1.840059, -0.108535, 0.239812)  -0.231
N (2.834803, 0.458595, -0.139934)  0.189
H (0.364120, -1.480070, 0.531116)  0.101
H (0.465812, -0.112864, 1.688624)  0.062
H (2.663645, 1.259520, -0.676953)  0.058

Forces on atoms 1 to 6 (eV/Å):
-0.064 -1.214 -0.864
0.497 0.491 -0.588
1.464 3.017 -1.946
-0.551 1.647 1.733
-2.121 -4.662 -0.456
0.153 0.840 1.058

## Properties
2S+1: 1
E_HOMO: -9.592 eV
Frontier orbital gap: 9.0 eV
ΔE to the lowest compared entry with this formula, charge and spin: 317.2 kJ/mol